The following is a DFT calculation (wB97M-V/def2-TZVPD) of a structure of composition C34H34BN8PPd at a distorted geometry.

Structure (ORCA input):
```
! RIJCOSX wB97M-V def2-TZVPD def2/J DEFGRID3
* xyz 1 2
Pd -0.571 -0.694 0.910
C 2.407 2.949 0.269
C 1.528 2.297 -0.756
C 1.653 2.372 -2.145
C 0.511 1.773 -2.638
N -0.234 1.371 -1.592
N 0.389 1.671 -0.422
B -1.724 0.900 -1.475
N -1.807 -0.699 -1.398
C -2.012 -1.465 -2.466
C -2.509 -2.691 -2.061
C -2.602 -2.606 -0.680
C -3.284 -3.554 0.250
N -2.163 -1.406 -0.252
N -2.312 1.487 -0.182
C -3.102 2.561 -0.021
C -3.335 2.726 1.325
C -2.628 1.690 1.947
C -2.580 1.349 3.400
N -2.012 0.955 1.028
N -2.589 1.331 -2.643
C -3.938 1.193 -2.702
C -4.328 1.361 -4.003
C -3.126 1.575 -4.708
C -2.939 1.796 -6.179
N -2.083 1.537 -3.899
H 3.170 3.543 -0.233
H 2.932 2.256 0.926
H 1.822 3.625 0.896
H 2.438 2.844 -2.712
H 0.144 1.655 -3.641
H -1.844 -1.066 -3.456
H -2.822 -3.509 -2.687
H -2.982 -4.587 0.076
H -4.361 -3.498 0.083
H -3.106 -3.292 1.292
H -3.439 3.132 -0.869
H -3.937 3.484 1.797
H -3.257 1.994 3.957
H -1.580 1.470 3.812
H -2.885 0.315 3.567
H -4.519 0.977 -1.819
H -5.333 1.355 -4.391
H -3.835 2.226 -6.625
H -2.733 0.857 -6.694
H -2.105 2.470 -6.365
C 1.113 0.505 5.285
C 0.914 1.433 4.276
C 1.095 1.064 2.950
C 1.512 -0.238 2.641
C 1.692 -1.179 3.670
C 1.492 -0.803 4.982
P 1.888 -0.646 0.935
C 3.536 -0.120 0.489
C 3.872 0.102 -0.845
C 5.184 0.406 -1.171
C 6.147 0.490 -0.172
C 5.806 0.271 1.155
C 4.496 -0.031 1.498
C 1.700 -2.355 0.744
C 2.550 -3.397 0.404
C 1.999 -4.670 0.357
C 0.647 -4.842 0.642
C -0.206 -3.769 0.914
C 0.322 -2.493 0.948
H 0.964 0.793 6.317
H 0.610 2.444 4.512
H 0.912 1.779 2.159
H 2.001 -2.189 3.433
H 1.640 -1.524 5.775
H 3.117 0.043 -1.617
H 5.455 0.582 -2.203
H 7.170 0.728 -0.431
H 6.561 0.340 1.927
H 4.232 -0.189 2.536
H 3.598 -3.224 0.193
H 2.614 -5.525 0.114
H 0.229 -5.842 0.634
H -1.240 -3.968 1.129
*
```

calculated total energy	-61170.558	eV
orbital gap (spin up / spin down)	7.017 / 5.544	eV
expectation value of S²	0.775
LUMO energy (spin up / spin down)	-3.88 / -5.52	eV
highest occupied orbital energy (spin up / spin down)	-10.892 / -11.062	eV

Atom charges from the Mulliken analysis, given in e for atoms 1 to 8: -0.891, -1.236, 0.825, -1.720, -0.120, 1.061, -0.129, -0.074